Entry 1:
Entry from the Open Molecules 2025 dataset: a cluster of 10 separate species, C26H80O34P8 in total at a distorted geometry (the ωB97M-V functional and the def2-TZVPD basis).

```
148
Properties=species:S:1:pos:R:3:forces:R:3
C 3.467 -2.525 -7.157 1.5 0.2 -2.2
H 0.509 3.066 1.475 -0.2 0.0 0.9
H -2.401 -3.509 -2.715 0.0 0.1 -1.0
C 0.179 4.445 -1.563 1.2 -1.1 1.2
H 5.557 0.898 1.589 0.1 0.1 -0.3
H 0.404 -6.533 4.125 -0.3 0.3 -0.1
H 2.498 3.309 6.743 -0.8 -0.5 -0.1
C 0.383 -5.205 -5.758 -0.3 0.5 1.3
H 2.066 2.660 2.399 -0.4 0.1 0.0
H 1.883 -2.351 6.549 -0.1 -0.8 0.5
H 0.571 -6.013 -0.471 0.4 0.5 0.4
H -2.124 2.549 5.413 -0.4 0.5 -0.4
H 1.426 -0.207 3.838 0.3 0.7 0.6
O 3.298 -5.154 3.784 -0.2 0.0 0.1
H 6.724 1.717 -3.658 0.6 -0.3 -0.4
H -2.309 -0.538 -2.586 0.0 -0.2 -0.4
C -1.636 3.391 5.905 -0.2 -0.5 1.3
O 0.387 5.803 2.082 0.2 -0.5 -1.0
H -1.994 5.194 3.266 -0.8 -0.1 0.8
O 4.367 3.693 -4.133 0.5 -2.5 0.6
H 1.104 -1.396 -1.137 -0.3 -0.4 -0.1
H 0.819 5.725 4.165 -0.8 -0.7 -0.4
O 2.050 6.720 0.351 0.4 -0.2 -0.5
O -0.250 3.361 5.639 2.3 -2.1 -1.1
O 1.947 2.313 4.874 -0.5 0.2 1.1
H -5.031 -3.930 1.433 0.2 -0.5 -0.5
H 3.484 -1.894 6.278 0.4 -0.1 -0.4
O 0.977 -4.722 5.091 1.7 1.6 -2.8
O -3.060 -4.773 1.217 0.4 0.5 -2.6
O 1.470 -3.717 2.731 -1.5 0.0 -0.2
H 2.608 0.483 -4.444 0.3 -0.5 1.0
C 3.338 4.644 -4.141 -0.3 1.4 1.2
P -2.381 -4.331 -0.204 -1.2 -2.3 -0.7
C 2.115 -2.854 1.816 0.6 -0.3 -0.2
H 4.323 -2.930 -3.006 0.1 0.2 0.1
H -5.947 -1.610 -0.055 0.1 0.9 0.0
H 2.822 4.170 5.275 -0.3 -0.1 -0.3
C 1.596 2.975 1.467 -0.7 0.7 -0.6
H -1.493 3.532 3.117 -0.3 -0.3 0.0
H -1.759 3.218 6.974 -0.2 0.1 0.1
P -4.230 2.892 1.795 -1.1 -0.1 0.6
H 3.235 -3.641 6.428 -0.3 0.1 0.6
O 2.540 -2.815 4.730 -0.4 -0.7 -3.2
H 1.796 -1.813 1.866 0.1 0.2 0.9
H -7.325 1.767 -5.140 0.6 -0.6 -0.1
H 6.563 -0.014 -4.219 -0.3 0.0 0.7
O -2.998 1.866 1.345 -1.6 1.7 0.2
O 0.596 1.119 6.804 0.1 1.0 -1.7
H -0.448 -5.432 -6.426 0.7 0.4 -0.9
P 1.777 -2.901 -5.244 0.5 0.0 0.2
C 2.775 3.166 5.698 1.0 0.9 0.2
H 4.349 -1.898 -7.290 -0.2 0.3 -0.4
H 0.025 -5.253 1.126 -0.2 0.5 -0.4
H 4.307 0.403 -0.306 0.3 0.3 -0.2
H -3.076 4.190 -1.087 0.0 0.0 0.1
C 0.350 -0.041 3.784 0.2 -0.7 0.5
H -3.735 -2.843 1.859 0.5 -0.1 -0.3
H -0.793 4.332 -2.042 0.1 0.9 0.1
H 3.173 -3.004 2.032 0.2 0.7 -0.8
H -3.610 2.508 -0.913 0.0 0.0 0.4
H -2.117 4.520 1.773 0.0 -0.5 -0.3
P 2.205 -4.221 4.034 -1.8 0.2 2.8
H 1.428 -6.577 5.533 -0.6 -0.8 0.4
H 2.119 6.239 3.250 0.1 0.2 -0.7
O -4.213 0.106 -2.226 -1.9 -0.9 -0.7
H 2.412 4.378 -4.650 0.2 -0.4 -0.2
C -3.916 3.549 -0.817 0.2 0.1 0.0
C -6.624 -1.605 -0.909 0.9 -1.2 -1.0
O 0.069 5.079 -0.258 0.2 0.2 0.0
H 3.929 -3.497 -6.981 -0.7 -0.3 0.4
O 4.188 -0.186 0.443 -0.6 -0.3 -0.2
H -1.989 4.397 5.680 -0.2 -0.4 -0.3
O -3.502 -4.464 -1.401 0.9 -1.0 6.1
H 0.509 3.420 -1.392 -0.1 -0.4 0.3
H -0.731 -1.413 0.146 -1.7 -2.2 -0.3
C -4.015 -3.896 1.825 -0.4 0.2 1.2
H -4.707 3.695 -1.552 -0.3 0.2 0.4
H -4.149 0.202 1.929 -0.1 0.2 0.1
H -0.169 -4.890 -4.872 0.3 0.5 0.2
O -6.663 -0.377 -1.709 0.8 -0.4 -0.2
C 0.550 -6.089 5.110 1.3 0.0 0.2
O -0.192 1.154 4.351 0.5 0.7 -0.8
H -3.115 0.267 -4.028 0.1 -0.4 0.1
H 1.024 4.787 -2.161 -0.6 0.9 -0.2
O 0.728 -2.142 -4.504 1.1 -0.9 -0.8
O 2.727 -1.932 -6.164 -2.8 -0.9 2.9
H -7.555 -2.050 -0.555 -0.6 1.2 -0.3
C -0.217 -5.883 0.271 0.4 -1.2 -0.5
C -2.984 0.238 -2.947 -0.4 0.6 0.5
H -3.528 -4.877 -3.249 0.3 0.6 -0.9
O -1.364 -5.561 -0.544 -1.7 2.0 0.9
O 2.939 -3.536 -4.281 -1.9 -0.5 -0.7
C -2.265 4.239 2.816 1.1 0.8 -0.9
H 1.592 0.127 -0.285 -0.1 0.2 -0.1
H 1.131 0.867 -3.414 0.3 -0.1 0.1
H 2.805 -2.491 -8.021 0.7 -0.5 -0.5
P -5.643 -0.231 -2.979 0.4 -0.5 -0.5
O -4.331 3.923 0.525 0.6 -1.4 0.9
H 6.430 1.174 -5.410 0.3 0.7 0.2
H -6.244 -2.396 -1.555 0.1 -0.1 -0.2
O -0.168 -0.673 0.385 2.1 1.5 -1.2
O 4.831 1.181 -4.182 -1.0 0.9 1.5
C 6.245 1.021 -4.346 0.2 -0.1 -0.7
H 1.728 2.224 0.688 0.8 0.0 -0.2
O -5.956 1.218 -3.590 0.9 -1.5 0.6
H 3.107 4.917 -3.111 -0.3 -0.1 0.2
H -2.975 -0.055 0.661 0.3 -0.1 0.0
H 3.734 5.583 -4.530 0.1 -0.3 -0.5
H -0.347 -6.098 5.728 0.2 -0.3 -0.1
P 4.347 2.355 -3.162 0.7 1.2 -0.3
H -4.070 -4.244 2.857 0.0 0.1 0.0
C 1.030 6.292 3.258 0.8 0.2 1.1
H 0.872 -6.131 -5.456 0.5 0.3 -0.5
O -5.525 2.227 2.180 2.8 1.1 -0.7
C 3.235 -2.893 -3.064 1.4 0.7 0.4
H 0.174 -0.054 2.709 -0.8 -0.1 0.3
O 2.146 4.243 1.079 -0.1 0.6 -0.7
H 2.931 -1.846 -3.050 -0.1 0.1 -0.1
P 1.261 5.563 0.720 -1.1 -1.0 1.6
C 4.533 0.526 1.604 0.6 0.3 1.1
C -7.246 1.483 -4.091 -1.6 1.5 0.8
H 0.237 0.069 -1.481 -0.5 0.4 -0.4
O -1.794 -2.985 -0.113 0.9 1.1 -0.1
H -2.425 0.267 2.380 0.0 -0.6 -0.1
H -7.523 2.380 -3.537 -0.3 0.2 -0.1
C 2.793 -2.711 6.070 0.5 0.7 2.1
H 0.740 7.302 3.547 -0.1 0.2 -0.8
H 2.905 -3.354 -2.132 -0.6 -0.5 -0.4
H 3.809 2.826 5.762 -0.2 -0.5 -0.5
H 3.879 1.371 1.821 -0.1 0.1 -0.2
H -0.079 -0.836 4.394 -0.2 -0.4 -0.7
H -8.001 0.759 -3.786 0.3 -0.4 -0.4
C -3.389 -3.966 -2.667 0.5 0.3 -1.5
C -3.150 0.480 1.594 0.1 -0.1 0.4
O -5.672 -1.331 -4.011 0.3 1.7 2.3
H -2.620 1.213 -2.621 0.4 0.1 -0.2
O 1.334 -4.155 -6.199 -0.2 0.7 1.1
H 1.842 -3.089 0.788 0.2 -0.8 0.0
O -3.595 3.782 3.045 -0.7 -1.1 -1.8
H 1.774 1.858 -4.722 -0.6 0.3 0.1
C 0.768 -0.461 -0.689 0.1 -0.3 1.9
H 4.508 -0.128 2.475 -0.3 -0.3 -0.2
O 5.106 2.523 -1.875 -1.5 -0.6 -2.2
H -0.336 -6.891 0.667 -0.5 0.0 0.1
P 0.540 1.898 5.534 -0.5 1.1 1.9
C 2.050 1.228 -3.877 -0.4 0.8 -1.8
H -4.185 -3.249 -2.869 0.1 0.1 -0.1
O 2.781 2.050 -2.974 1.0 -0.6 0.6
```
Positions in Å, forces in eV/Å.

Properties
M = 1184.68 g/mol
Total charge = +1
E = -6327.830388 Eh
HOMO-LUMO gap (spin up / spin down) = 10.188 / 3.048 eV
2S+1 = 2

---

Entry 2:
Entry from the Open Molecules 2025 dataset: a structure of composition C27H12BCl5F9N2O3Pt at a distorted geometry (the ωB97M-V functional and the def2-TZVPD basis).

```
60
Properties=species:S:1:pos:R:3:forces:R:3
C 1.768 -4.831 -0.035 0.3 0.0 -0.2
Cl 0.516 -5.142 0.664 3.2 2.6 1.6
H -0.242 -2.962 3.564 0.2 -0.1 0.1
F 1.714 5.778 -1.893 0.0 0.0 0.0
O -2.420 -4.634 -1.719 0.3 -0.1 -0.2
H -3.813 -3.079 -1.776 0.1 0.0 0.1
Pt 0.444 -0.124 -0.598 0.4 -0.1 0.4
H -2.285 7.158 2.102 0.0 0.0 0.0
H -2.625 4.161 -0.945 0.0 0.0 0.0
H -4.058 -4.486 -2.855 0.0 0.0 0.0
Cl 4.084 -5.846 -0.982 0.0 0.0 0.0
C -0.528 -0.813 2.037 0.2 -0.1 0.2
N -0.696 0.189 1.075 0.2 0.3 -0.1
C 1.074 -2.263 -0.477 0.0 -0.1 -0.1
C -3.335 -3.784 -2.449 -0.1 0.0 -0.1
F 1.076 2.447 1.322 0.1 0.0 0.0
H -0.790 -0.553 3.052 0.1 0.0 0.0
C -0.885 -5.280 -0.227 -0.4 -0.3 -1.5
C 1.107 2.771 0.020 0.2 0.0 0.0
Cl 4.502 -3.029 -2.345 0.0 0.0 -0.1
N -1.334 1.178 1.464 -0.5 -0.3 -0.2
H 0.375 -6.412 1.103 -0.4 -0.1 0.3
B 3.908 -0.256 1.041 0.0 0.0 -0.1
C -2.399 4.459 0.070 0.0 0.0 0.0
H -1.519 5.438 3.699 0.0 0.0 0.0
H -1.312 3.082 2.972 0.0 0.0 0.0
F 1.130 4.005 -3.873 0.0 0.0 0.0
C 0.250 -4.449 2.226 -0.5 -1.1 2.0
C 0.836 2.295 -2.260 0.0 0.0 0.0
O -2.053 1.758 -0.658 -0.2 -0.1 0.1
C -0.092 -2.273 0.160 -0.4 0.3 0.1
C -0.050 -3.180 2.517 0.0 0.4 -1.0
C -1.653 3.839 2.281 0.0 0.0 0.0
C -1.771 5.161 2.684 0.0 0.0 0.0
C -1.309 -2.724 -0.710 0.3 0.1 0.0
C 2.892 -4.585 -0.827 -0.3 0.0 0.2
C 1.412 4.089 -0.276 0.0 0.0 0.0
F 4.564 0.017 2.235 0.0 0.0 0.0
O -1.524 -2.035 -1.695 0.0 -0.1 -0.1
F 0.539 1.459 -3.274 0.0 0.0 0.0
F 2.501 -0.344 1.266 0.0 0.0 0.2
F 1.681 4.964 0.698 0.0 0.0 0.0
H -2.816 -3.257 -3.241 0.0 0.0 0.0
C -2.201 6.126 1.785 0.0 0.0 0.0
H -2.843 6.531 -0.224 0.0 0.0 0.0
H -0.192 -5.798 -0.898 -1.9 -1.5 -1.6
C 1.133 3.603 -2.595 0.0 0.0 0.0
C -1.968 3.488 0.972 0.1 0.1 0.0
C 0.826 1.829 -0.956 -0.3 0.0 -0.1
C 2.133 -2.325 -1.247 0.2 0.0 0.0
F 4.131 0.763 0.094 0.0 0.0 0.0
C 1.424 4.508 -1.592 0.0 0.0 0.0
C -0.178 -2.041 1.629 -0.5 -0.1 -0.3
C -2.516 5.775 0.477 0.0 0.0 0.0
C 3.097 -3.387 -1.425 0.1 -0.1 -0.2
Cl -3.037 -2.602 0.773 0.0 -0.1 0.0
Cl 2.334 -0.773 -2.049 -0.2 0.1 0.1
C -1.550 -4.218 -0.846 -0.6 0.2 0.6
F 4.331 -1.492 0.505 0.0 0.0 0.0
C -1.789 2.108 0.460 0.2 0.1 0.0
```
Positions in Å, forces in eV/Å.

Properties
M = 966.54 g/mol
Total charge = -1
Relative energy (zero: lowest compared OMol25 entry of this formula, charge and spin) = 20.252 eV
E = -4714.813545 Eh
HOMO-LUMO gap = 5.572 eV

---

Entry 3:
Entry from the Open Molecules 2025 dataset: a structure of composition C27H14Cl2N5O2Pd (the ωB97M-V functional and the def2-TZVPD basis).

```
51
Properties=species:S:1:pos:R:3:forces:R:3
C -1.119 6.348 -0.699 0.0 0.1 0.0
C 2.143 -5.567 -1.421 0.0 0.0 0.0
C -4.647 -0.100 0.355 0.0 0.0 0.0
H 2.547 -5.952 -2.348 0.0 0.0 0.0
C -3.379 0.446 0.274 0.0 0.0 0.1
Cl -3.740 7.107 -0.898 0.0 0.1 0.0
C -4.822 -1.463 0.197 0.0 0.0 0.0
H -5.474 0.570 0.536 0.0 0.0 0.0
H -1.579 -2.202 -0.254 0.1 0.0 0.0
H 0.706 -4.225 1.904 0.0 0.0 0.0
N 0.404 3.090 -0.266 0.1 -0.3 -0.2
C -2.456 -1.606 -0.085 0.0 0.0 -0.1
C 0.740 -2.402 -0.048 0.2 -0.2 0.0
C 4.705 1.262 0.776 0.0 0.0 0.0
C 2.696 -0.003 1.013 -0.1 0.0 0.0
H -5.806 -1.908 0.251 0.0 0.0 0.0
O 2.362 4.255 -0.763 -0.1 0.1 -0.2
C -2.881 4.668 -0.401 -0.1 0.0 0.0
C -2.532 5.936 -0.650 -0.1 0.1 0.0
N -2.037 2.443 0.138 0.2 -0.2 0.3
O -4.259 2.558 0.804 0.0 0.2 0.2
C -3.695 -2.222 -0.033 0.0 0.0 0.0
C 2.561 2.093 0.113 0.0 -0.1 0.0
C 1.189 -3.764 -0.137 0.0 0.0 0.0
Cl -0.753 7.988 -0.956 0.0 0.1 0.0
C 0.373 -1.256 0.038 0.0 0.0 -0.2
H -3.921 4.400 -0.336 0.0 0.0 0.0
H -3.744 -3.293 -0.171 0.0 0.0 0.0
H 4.598 -0.707 1.648 0.0 0.0 0.0
N 2.872 -8.851 -0.466 0.0 0.0 0.0
C 3.927 2.270 0.238 0.0 0.1 0.0
Pd -0.189 0.541 0.088 -0.2 0.3 0.4
C -0.416 4.067 -0.356 -0.3 0.1 0.1
H 0.899 5.790 -0.631 0.0 0.0 0.0
C 4.064 0.115 1.191 0.0 0.0 0.0
H 2.198 -0.902 1.324 -0.1 0.0 0.0
C -3.301 1.929 0.437 -0.1 -0.3 -0.2
C 1.709 -4.257 -1.335 0.0 0.0 0.0
C 2.060 -6.399 -0.308 0.0 0.0 0.0
C -0.123 5.463 -0.561 0.1 0.1 0.0
C 1.787 3.275 -0.369 0.1 -0.2 0.1
H 1.482 -6.571 1.749 0.0 0.0 0.0
C 1.542 -5.916 0.891 0.0 0.0 0.0
H 1.770 -3.606 -2.197 0.0 0.0 0.0
C 2.512 -7.763 -0.396 0.0 0.0 0.0
N 1.932 0.951 0.456 -0.2 0.0 0.0
C 1.108 -4.606 0.974 0.0 0.0 0.0
H 4.343 3.215 -0.076 0.0 0.0 0.0
H 5.774 1.382 0.883 0.0 0.0 0.0
C -1.867 3.666 -0.183 0.2 0.2 -0.2
N -2.265 -0.287 0.064 0.1 0.1 -0.1
```
Positions in Å, forces in eV/Å.

Properties
M = 617.77 g/mol
Total charge = +1
Relative energy (zero: lowest compared OMol25 entry of this formula, charge and spin) = 0.000 eV
E = -2509.522000 Eh
HOMO-LUMO gap = 5.519 eV